The following is a DFT calculation (ωB97M-V/def2-TZVPD) of 2 unconnected molecules or ions with the total composition C4H10O2.

Values from the calculation:
Molecular weight in g mol⁻¹: 90.12
HOMO level in eV: -9.942
Largest force on an atom in eV/Å: 0.5
Gap between HOMO and LUMO in eV: 10.7906
Energy relative to the best compared isomer or geometry (same formula, charge and spin) in kcal/mol: 28.10

ORCA input file:
```
! RIJCOSX wB97M-V def2-TZVPD def2/J DEFGRID3
* xyz 0 1
C 2.6518 -1.0794 -0.3925
O 2.1606 0.0515 0.2852
C -0.9056 0.6604 -0.1622
C -0.8538 0.4229 1.3227
C -2.3509 0.5254 -0.6676
O -0.1016 -0.3273 1.9057
H 1.8642 -1.6124 -0.9486
H 3.3958 -0.7321 -1.1151
H 3.1383 -1.7983 0.2846
H -0.2069 -0.0110 -0.6669
H -0.5350 1.6811 -0.3268
H -1.5975 1.0078 1.9040
H -3.0696 0.6831 0.1458
H -2.5379 -0.4719 -1.0748
H -2.5771 1.2595 -1.4435
H 1.5252 -0.2593 0.9501
*
```

=====

The following is a DFT calculation (ωB97M-V/def2-TZVPD) of C5H5NO in the gas phase at a distorted geometry.

Values from the calculation:
Molecular weight in g mol⁻¹: 95.10
HOMO level in eV: -10.253
Largest force on an atom in eV/Å: 1.1
Gap between HOMO and LUMO in eV: 11.1129
Energy relative to the best compared isomer or geometry (same formula, charge and spin) in kcal/mol: 92.13

ORCA input file:
```
! RIJCOSX wB97M-V def2-TZVPD def2/J DEFGRID3
* xyz 0 1
N 1.1991 -1.5542 0.3395
C 2.1557 -2.2115 0.1504
C 0.3810 -0.4343 0.2115
C -1.1155 -0.3267 0.4074
C -0.5036 1.0814 0.2475
C 0.3336 0.5918 -0.9511
O 0.5949 0.6648 1.1431
H -1.7268 -0.7393 -0.3951
H -1.4059 -0.6157 1.4148
H -0.9628 2.0473 0.4430
H -0.1883 0.3175 -1.8721
H 1.2385 1.1789 -1.1389
*
```

=====

The following is a DFT calculation (ωB97M-V/def2-TZVPD) of a molecular structure, C43H34N9NaO5S4Se at a distorted geometry.

Values from the calculation:
Molecular weight in g mol⁻¹: 987.02
HOMO level in eV: -2.428
Largest force on an atom in eV/Å: 3.9
Gap between HOMO and LUMO in eV: 5.4077
Energy relative to the best compared isomer or geometry (same formula, charge and spin) in kcal/mol: 25.79

ORCA input file:
```
! RIJCOSX wB97M-V def2-TZVPD def2/J DEFGRID3
* xyz -2 1
Na -1.8304 0.8200 1.6791
O -1.9685 2.1691 3.8856
N -1.2470 3.1166 4.1339
N -0.5911 3.5552 2.9681
O -0.8147 2.9648 1.8482
C 0.2278 4.6617 3.1404
C 0.4815 5.1506 4.4344
C 1.6127 5.9480 4.6645
C 2.3543 6.4431 3.5680
C 1.9905 6.0571 2.2404
C 0.9709 5.1160 2.0249
H -0.0869 4.8467 5.2807
H 1.9714 6.1612 5.6544
H 3.0993 7.1882 3.7278
H 2.5683 6.3947 1.4137
H 0.8338 4.5136 1.1003
C -5.5048 -10.9504 4.9316
O -4.6326 -10.0061 5.6362
C -4.1999 -8.9429 4.8640
C -5.0592 -8.2998 3.9462
C -4.5265 -7.3723 3.0266
C -3.1472 -7.1054 3.0629
C -2.3373 -7.6487 4.1266
C -2.8489 -8.5148 5.0152
N -2.6250 -6.1866 2.1795
N -1.5925 -5.5797 2.5668
C -1.2790 -4.5720 1.7031
C -1.7511 -4.5852 0.3779
C -1.9883 -3.4076 -0.3073
C -1.6810 -2.1285 0.2998
O -2.1092 -1.0934 -0.2714
C -0.9084 -2.1657 1.6004
N -0.5270 -1.0090 2.0858
C 0.2045 -0.9862 3.2258
C 0.5037 -2.1785 3.9487
C 0.2153 -3.3605 3.2874
C -0.6239 -3.4196 2.1981
H -4.8188 -11.7083 4.4101
H -6.0995 -10.3530 4.2203
H -6.0793 -11.5171 5.7244
H -6.1234 -8.4226 3.9684
H -5.1310 -6.8053 2.3099
H -1.3004 -7.3647 4.0513
H -2.2588 -8.9285 5.8848
H -2.1769 -5.5351 0.0480
H -2.2820 -3.2587 -1.3635
H 0.5041 0.0187 3.5697
H 0.8544 -2.0585 5.0082
H 0.5774 -4.2731 3.7512
Se -3.7576 3.3327 1.7207
N -3.2466 2.4241 0.2769
C -4.1056 2.6274 -0.7227
C -4.0193 2.0701 -2.0865
C -5.0329 2.4154 -2.9182
C -6.0337 3.3469 -2.5664
C -6.1884 3.9037 -1.3433
C -5.1513 3.6080 -0.3840
N -5.2195 4.0665 0.8618
H -3.2535 1.3239 -2.3160
H -5.2777 1.8823 -3.8327
H -6.7457 3.5190 -3.3547
H -6.9583 4.6963 -1.1403
S 8.8267 2.3740 0.1724
C 7.2731 2.8297 0.6562
S 6.6422 2.7066 2.2603
C 4.9611 2.8633 1.7076
N 4.8424 3.1437 0.4164
N 6.1488 3.0319 -0.1650
C 6.1419 3.4151 -1.4935
C 4.9479 4.0638 -1.9716
C 4.7481 4.3466 -3.3074
C 5.7379 3.9546 -4.2451
C 6.8534 3.2785 -3.8004
C 7.1023 3.0467 -2.4522
S 3.7332 2.6676 2.8235
H 4.1512 4.3259 -1.3136
H 3.8193 4.8013 -3.6204
H 5.6341 4.1273 -5.3147
H 7.6273 2.9825 -4.5405
H 8.0315 2.5751 -2.2048
C 1.0503 3.4067 -7.3539
S 0.1135 2.3256 -6.2545
O 0.1949 3.0627 -4.9454
C 1.3588 0.8922 -6.1300
C 2.1299 0.7620 -4.9912
C 2.9069 -0.3907 -4.8970
C 2.7749 -1.4263 -5.8045
C 1.9984 -1.2632 -6.9659
C 1.3203 -0.0328 -7.1498
H 2.0872 3.4087 -6.9825
H 0.5588 4.4424 -7.3084
H 0.9510 2.9380 -8.3661
H 2.0395 1.5764 -4.2068
H 3.5285 -0.5702 -4.0441
H 3.2936 -2.4077 -5.5302
H 1.9414 -2.0580 -7.6828
H 0.7008 0.1962 -8.0397
*
```

=====

The following is a DFT calculation (ωB97M-V/def2-TZVPD) of a molecular structure, C2H2GdO3 at a distorted geometry.

Values from the calculation:
Molecular weight in g mol⁻¹: 231.28
HOMO level (spin up / spin down) in eV: -24.073 / -26.311
Largest force on an atom in eV/Å: 3.9
Gap between HOMO and LUMO (spin up / spin down) in eV: 8.5377 / 7.9128
Energy relative to the best compared isomer or geometry (same formula, charge and spin) in kcal/mol: 135.13

ORCA input file:
```
! RIJCOSX wB97M-V def2-TZVPD def2/J DEFGRID3
* xyz 3 8
H 1.0440 -1.4792 0.2027
O 1.7210 0.4134 0.5267
O 0.5562 1.1194 0.9899
C 0.7920 -0.4783 -0.1701
C -0.1430 0.5999 -0.0043
Gd -2.6170 0.8980 1.3065
O -0.6005 -0.7823 -1.0159
H -0.7526 -0.2910 -1.8354
*
```

=====

The following is a DFT calculation (ωB97M-V/def2-TZVPD) of a molecular structure, C13H29N3O18PSV at a distorted geometry.

Values from the calculation:
Molecular weight in g mol⁻¹: 629.36
HOMO level (spin up / spin down) in eV: 1.174 / 1.163
Largest force on an atom in eV/Å: 9.0
Gap between HOMO and LUMO (spin up / spin down) in eV: 3.8986 / 3.9098
Energy relative to the best compared isomer or geometry (same formula, charge and spin) in kcal/mol: 0.00

ORCA input file:
```
! RIJCOSX wB97M-V def2-TZVPD def2/J DEFGRID3
* xyz -3 2
O 0.2731 0.7500 -0.8603
V 0.6002 2.3419 -0.6031
O 0.0458 1.1951 3.6301
C -0.2366 2.1711 2.7857
O -0.7750 3.2439 3.0696
O 0.1584 1.9731 1.6270
H 0.5199 0.5824 3.0494
O 5.0962 1.4489 -0.5930
C 4.1793 2.4134 -0.7177
O 4.4956 3.4589 -1.3117
O 2.9809 2.2031 -0.3563
H 5.9278 1.8302 -0.8852
O -3.6436 2.6824 -1.1545
C -2.8713 3.0371 -0.1866
O -3.3127 3.4264 0.9152
O -1.6572 2.9337 -0.4583
H -2.9521 2.4137 -1.7734
O 1.1472 5.8519 1.6816
C 1.4091 5.3971 0.5094
O 0.7924 4.3847 0.1130
O 2.1577 5.9670 -0.3155
H 0.7788 4.9660 1.8356
O 1.0099 3.3255 -4.8286
C 1.3144 3.6384 -3.6078
O 2.0948 4.5337 -3.3865
O 0.9209 2.8560 -2.6797
H 0.3907 2.6718 -4.4721
O 0.9213 -0.7830 2.3102
P 0.3966 -2.1235 1.8907
N 0.3853 -3.3126 3.1087
C 1.3905 -4.3111 3.2945
C -0.4138 -3.1458 4.2668
N 1.3335 -2.7402 0.6564
C 2.5786 -2.0418 0.2826
C 1.0845 -4.0159 -0.0697
N -1.1767 -2.1072 1.3353
C -1.9918 -3.2714 1.1479
C -1.7995 -0.8751 0.7872
H 2.1021 -4.3895 2.4729
H 0.8061 -5.2338 3.2655
H 1.9551 -4.2157 4.2230
H -1.0886 -3.9846 4.4490
H -0.9422 -2.2017 4.1317
H 0.2612 -3.0495 5.1192
H 2.5422 -0.9516 0.2976
H 3.3397 -2.2734 1.0295
H 2.8698 -2.2025 -0.7552
H 1.1589 -4.8768 0.5971
H 0.1804 -3.9409 -0.6737
H 1.8875 -4.2837 -0.7574
H -2.9989 -3.2057 1.5626
H -2.1256 -3.3708 0.0685
H -1.4077 -4.0774 1.5929
H -2.8766 -0.7635 0.9191
H -1.5448 -0.7662 -0.2674
H -1.4256 -0.0225 1.3552
C -1.9425 0.2755 -5.1221
S -1.8697 0.0314 -3.2857
O -1.4650 1.4269 -2.7791
C -3.6046 -0.3095 -2.8124
H -0.9055 0.3221 -5.4533
H -2.6388 1.0171 -5.5099
H -2.1905 -0.7327 -5.4618
H -3.8207 -1.0294 -3.6031
H -4.3943 0.4400 -2.8592
H -3.4147 -0.6010 -1.7801
*
```

=====

The following is a DFT calculation (ωB97M-V/def2-TZVPD) of C8H12 in the gas phase at a distorted geometry.

Values from the calculation:
Molecular weight in g mol⁻¹: 108.18
HOMO level in eV: -8.524
Largest force on an atom in eV/Å: 1.9
Gap between HOMO and LUMO in eV: 9.6053
Energy relative to the best compared isomer or geometry (same formula, charge and spin) in kcal/mol: 62.88

ORCA input file:
```
! RIJCOSX wB97M-V def2-TZVPD def2/J DEFGRID3
* xyz 0 1
C 0.7698 0.2674 0.3311
C 1.2147 -0.9475 1.2254
C -0.0390 -1.8226 0.9394
C -1.1798 -1.3572 0.0118
C -1.5389 -0.2612 -0.7476
C -1.0672 1.1445 -1.2176
C 0.0058 1.9208 -1.0719
C 1.1879 1.6807 -0.1289
H 0.5389 -0.1553 -0.6445
H -0.1845 0.5966 0.7428
H 2.1104 -1.4587 0.8230
H 1.3962 -0.8219 2.2929
H -0.5322 -2.1217 1.8897
H 0.1726 -2.7505 0.3638
H -1.9053 -2.1681 -0.0565
H -2.4224 -0.4781 -1.3718
H -1.8929 1.6076 -1.7760
H 0.0014 2.8442 -1.6415
H 2.1570 1.8408 -0.6280
H 1.2076 2.4401 0.6642
*
```

=====

The following is a DFT calculation (ωB97M-V/def2-TZVPD) of 2 unconnected molecules or ions with the total composition C4H11NSi at a distorted geometry.

Values from the calculation:
Molecular weight in g mol⁻¹: 101.22
HOMO level (spin up / spin down) in eV: -5.518 / -10.239
Largest force on an atom in eV/Å: 3.8
Gap between HOMO and LUMO (spin up / spin down) in eV: 6.4952 / 8.8252
Energy relative to the best compared isomer or geometry (same formula, charge and spin) in kcal/mol: 26.36

ORCA input file:
```
! RIJCOSX wB97M-V def2-TZVPD def2/J DEFGRID3
* xyz 0 3
C 4.0880 -0.9675 -0.6463
C -0.6778 2.0012 -0.2004
C -0.5597 -1.0844 -1.0675
C -2.1989 -0.4792 1.4664
N 3.0691 -0.5740 -0.0647
Si -1.3713 0.3494 -0.0741
H 4.5149 -1.9197 -0.3906
H 4.5424 -0.4018 -1.3663
H 0.0871 2.2699 -0.9661
H -1.3343 2.7776 0.2473
H 2.7217 0.2887 -0.5011
H -1.3230 -1.3627 -1.7680
H 0.3842 -0.6989 -1.5715
H -0.3398 -2.0424 -0.5935
H -2.0073 -0.0600 2.5068
H -3.2793 -0.2202 1.3477
H -1.9224 -1.6214 1.4235
*
```

=====

The following is a DFT calculation (ωB97M-V/def2-TZVPD) of a molecular structure, C4H6S2 at a distorted geometry.

Values from the calculation:
Molecular weight in g mol⁻¹: 118.23
HOMO level in eV: -9.084
Largest force on an atom in eV/Å: 3.2
Gap between HOMO and LUMO in eV: 9.8356
Energy relative to the best compared isomer or geometry (same formula, charge and spin) in kcal/mol: 43.11

ORCA input file:
```
! RIJCOSX wB97M-V def2-TZVPD def2/J DEFGRID3
* xyz 0 1
C -1.4448 0.2038 -0.7205
C -0.2487 0.0749 -1.3020
C -0.8534 0.0355 0.6812
C 0.4906 0.1305 -0.0545
S 1.5636 1.6544 0.1287
S 1.5964 -1.3779 0.1699
H -2.3696 0.1584 -1.1804
H -0.0665 -0.0449 -2.3715
H -1.2003 0.8131 1.4023
H -0.9779 -0.9255 1.1149
H 2.5812 1.1451 0.8409
H 0.9294 -1.8673 1.2909
*
```